Molecular formula: C5H8O2
Method: DFT, the ωB97M-V functional and the def2-TZVPD basis

## Properties
Frontier orbital gap ... 11.32 eV
SMILES ... CC1(OC=O)CC1
Total charge ... 0
F_max ... 0.62 eV/A
ΔE to the lowest compared entry with this formula, charge and spin ... 0.9811 eV

The geometry in XYZ format:
```
15
Properties=species:S:1:pos:R:3:forces:R:3
C -0.865342 -0.599408 -1.137027 0.1 0.0 0.0
C 0.093597 -0.251182 -0.018995 0.1 0.0 -0.2
O -0.506448 -0.198303 1.278092 0.0 0.1 0.1
C -1.332374 0.826608 1.518015 -0.2 0.3 -0.3
O -1.656325 1.677382 0.730530 0.2 -0.4 0.4
C 1.239909 0.680766 -0.234027 0.0 0.2 0.0
C 1.489953 -0.785899 0.023947 0.0 -0.2 0.0
H -1.236587 0.301554 -1.631952 0.0 -0.1 0.1
H -1.718315 -1.149467 -0.734984 0.1 0.0 0.0
H -0.376323 -1.240977 -1.876749 0.0 0.1 0.1
H -1.680404 0.761280 2.560350 0.0 0.1 -0.1
H 1.377699 1.075252 -1.237136 0.0 -0.1 0.2
H 1.471416 1.379774 0.564164 0.0 -0.1 -0.1
H 1.815600 -1.413978 -0.801648 -0.1 0.1 0.2
H 1.883943 -1.063402 0.997419 -0.1 0.1 -0.2
```
Positions in Å, forces in eV/Å.